This record from the OMol25 dataset describes C23H19ClF3NO2PPt as an isolated structure. The level of theory is the ωB97M-V functional and the def2-TZVPD basis.

CARTESIAN COORDINATES (ANGSTROEM)
Pt -1.5274 0.1728 0.7353
Cl -2.5771 -2.0674 -0.2634
C -1.3370 -2.5438 -1.4208
C -1.6980 -3.5099 -2.3402
C -0.7590 -3.9039 -3.2842
C 0.5033 -3.3327 -3.2964
C 0.8400 -2.3696 -2.3586
C -0.0799 -1.9594 -1.3920
P 0.3622 -0.7242 -0.1536
C 0.9428 -1.6219 1.2974
C 1.0243 -3.0137 1.3085
C 1.3820 -3.6740 2.4740
C 1.6714 -2.9505 3.6221
C 1.6053 -1.5630 3.6104
C 1.2350 -0.8955 2.4557
C 1.6712 0.2618 -0.8546
C 1.3312 1.2338 -1.7959
C 2.3235 1.9967 -2.3854
C 3.6525 1.7991 -2.0273
C 3.9920 0.8363 -1.0897
C 3.0032 0.0608 -0.5002
H -2.6893 -3.9383 -2.3191
H -1.0259 -4.6558 -4.0139
H 1.2305 -3.6365 -4.0362
H 1.8289 -1.9302 -2.3748
H 0.8084 -3.5843 0.4151
H 1.4380 -4.7536 2.4842
H 1.9467 -3.4706 4.5290
H 1.8357 -0.9978 4.5034
H 1.1638 0.1869 2.4651
H 0.2936 1.3932 -2.0662
H 2.0633 2.7479 -3.1182
H 4.4258 2.4030 -2.4822
H 5.0272 0.6853 -0.8162
H 3.2664 -0.6935 0.2303
C -2.1995 5.0299 -1.5795
C -3.2505 3.9302 -1.4891
C -2.7001 2.6581 -0.9972
N -2.2799 1.6665 -0.6087
H -2.6692 5.9334 -1.9608
H -1.3935 4.7514 -2.2548
H -1.7787 5.2507 -0.6012
H -3.7157 3.7166 -2.4536
H -4.0550 4.1877 -0.7959
F -1.0917 2.1832 4.9848
C -2.2471 1.7923 4.4417
F -2.8355 0.9248 5.2591
F -3.0420 2.8695 4.3118
C -2.0289 1.1873 3.0424
O -1.1565 1.7141 2.2915
O -2.7308 0.2168 2.6682

## Properties
Total charge: +1
HOMO energy (spin up / spin down), eV: -11.1049 / -12.3905
<S²>: 2.01
Electronic energy, hartree: -2313.3292
HOMO-LUMO gap (spin up / spin down), eV: 8.61 / 7.86
Spin multiplicity: 3

---

This record from the OMol25 dataset describes one molecule with the formula C23H19F2NO5 at a distorted geometry. The level of theory is the ωB97M-V functional and the def2-TZVPD basis.

CARTESIAN COORDINATES (ANGSTROEM)
O -1.4413 -1.3423 1.9622
C -0.5170 -0.5480 1.7240
C 0.8779 -1.0024 2.0083
C 1.1752 -2.3705 2.0144
C 2.4849 -2.8503 2.0645
O 2.8376 -4.1945 2.0688
C 2.0143 -5.2007 1.3934
C 2.5786 -5.3945 -0.0059
O 2.4802 -4.2274 -0.8620
C 4.0232 -5.8461 -0.0180
O 4.3712 -6.2049 -1.3599
C 3.5082 -1.9592 2.3141
C 3.2600 -0.5594 2.3445
C 1.9351 -0.0996 2.2525
C 1.6534 1.3620 2.2960
O 1.3681 1.7743 0.9658
C 0.0696 1.6604 0.5560
C -0.2883 2.6142 -0.4140
C -1.5549 2.6804 -0.9910
N -1.7546 3.6210 -2.0050
C -2.9875 4.2983 -2.2608
C -3.9496 4.5695 -1.2425
C -5.1504 5.1968 -1.5509
C -5.4136 5.6138 -2.8701
F -6.5668 6.2251 -3.2329
C -4.4391 5.4304 -3.8606
C -3.2182 4.7655 -3.5679
F -2.3155 4.4711 -4.5392
C -2.5114 1.7428 -0.5293
C -2.1631 0.8270 0.4349
C -0.8816 0.7026 0.9695
H 0.3199 -3.0394 2.0004
H 0.9252 -4.9755 1.3199
H 2.0569 -6.1460 1.9464
H 1.9696 -6.1865 -0.4711
H 1.5627 -3.8524 -0.8669
H 4.1399 -6.6537 0.7142
H 4.6363 -5.0162 0.3454
H 4.1800 -5.4154 -1.9366
H 4.5334 -2.3393 2.3391
H 4.0640 0.1651 2.5136
H 2.5293 1.9375 2.6084
H 0.8137 1.5955 2.9741
H 0.4910 3.2744 -0.7375
H -1.0176 3.6682 -2.6941
H -3.7372 4.2869 -0.2001
H -5.8731 5.3961 -0.7836
H -4.6422 5.7050 -4.8962
H -3.4949 1.7178 -0.9533
H -2.9416 0.1223 0.7188

## Properties
HOMO energy, eV: -8.1265
Electronic energy, hartree: -1518.4986
HOMO-LUMO gap, eV: 7.76
Structure (SMILES): O=C1c2cc(OC[C@@H](O)CO)ccc2COc2cc(Nc3ccc(F)cc3F)ccc21

---

This record from the OMol25 dataset describes C23H19MoN5O8 as an isolated structure. The level of theory is the ωB97M-V functional and the def2-TZVPD basis.

CARTESIAN COORDINATES (ANGSTROEM)
Mo -0.1459 0.0435 -0.8107
O 2.2702 2.5655 3.4621
C 3.0659 1.5158 3.2017
C 4.0885 1.2473 4.1126
C 4.9428 0.1844 3.9108
C 4.8043 -0.6414 2.7956
C 3.7970 -0.3834 1.8924
C 2.9169 0.6882 2.0750
C 1.8561 0.9022 1.0873
O 1.7492 0.1089 0.0801
N 1.0191 1.9105 1.2293
N 0.1309 1.8714 0.2007
C -0.4662 2.9571 -0.1677
C -1.1455 2.8385 -1.4180
C -1.8630 3.8582 -2.0432
C -2.3896 3.6316 -3.2925
C -2.1860 2.3915 -3.8987
C -1.4815 1.4217 -3.2266
N -0.9617 1.6355 -2.0055
H 1.5983 2.6312 2.7498
H 4.1836 1.8942 4.9743
H 5.7286 -0.0078 4.6302
H 5.4776 -1.4732 2.6414
H 3.6639 -1.0053 1.0173
H -0.3269 3.8840 0.3721
H -1.9853 4.8059 -1.5372
H -2.9491 4.4054 -3.8008
H -2.5718 2.1784 -4.8849
H -1.3034 0.4459 -3.6516
O 1.5382 -1.9460 -3.9404
C 1.1249 -1.6016 -2.8675
O 0.7598 -0.3659 -2.5518
C 0.9703 -2.5571 -1.7128
C 1.3421 -3.8846 -1.6740
C 1.1249 -4.5857 -0.4928
C 0.5590 -3.9541 0.6073
C 0.2112 -2.6247 0.4817
N 0.4147 -1.9834 -0.6581
C -0.4352 -1.7545 1.5279
O -0.7687 -2.1830 2.6027
O -0.6025 -0.5144 1.1137
H 1.7837 -4.3409 -2.5481
H 1.4017 -5.6297 -0.4305
H 0.3793 -4.4615 1.5441
N -3.0152 1.1063 0.6101
C -4.0831 0.3472 -0.0436
C -3.7985 -1.1458 -0.0827
C -2.5969 -1.6063 -0.8878
O -2.3253 -2.7787 -0.9996
O -1.9080 -0.6267 -1.4623
H -2.6492 0.6073 1.4143
H -3.3656 1.9968 0.9400
H -4.1961 0.7176 -1.0664
H -5.0503 0.4787 0.4554
H -4.6614 -1.6682 -0.5013
H -3.6707 -1.5467 0.9275

## Properties
HOMO energy, eV: -7.7977
Electronic energy, hartree: -1831.9345
HOMO-LUMO gap, eV: 6.63

---

This record from the OMol25 dataset describes C23H19N4PtS as an isolated structure at a distorted geometry. The level of theory is the ωB97M-V functional and the def2-TZVPD basis.

CARTESIAN COORDINATES (ANGSTROEM)
Pt 0.2652 -0.0686 -0.0579
C -0.0159 -1.7451 1.4747
C -0.4811 -2.8521 0.7190
C 0.5804 -3.3212 -0.0806
C 1.7186 -2.5307 0.1611
C 1.3826 -1.5329 1.1283
H -0.5181 -1.3672 2.3571
H -1.4589 -3.2957 0.7871
H 0.5437 -4.1776 -0.7315
H 2.6933 -2.7009 -0.2650
H 2.1098 -1.0380 1.7633
C 1.1997 2.5871 5.0563
C -0.1830 2.6086 4.8471
C -0.7044 2.2700 3.6240
C 0.1736 1.9333 2.5591
C 1.5684 1.8787 2.7893
C 2.0696 2.2121 4.0267
N -0.3189 1.7178 1.3074
N -1.4434 2.1468 0.9749
C -2.1300 1.7337 -0.0963
C -3.2308 2.4726 -0.5603
C -3.9843 1.9670 -1.6005
C -3.6483 0.7279 -2.1422
C -2.5413 0.0533 -1.6391
N -1.7873 0.5443 -0.6656
H 1.5952 2.8674 6.0221
H -0.8376 2.9097 5.6534
H -1.7675 2.2690 3.4350
H 2.2331 1.6248 1.9718
H 3.1338 2.1915 4.2047
H -3.4550 3.4096 -0.0751
H -4.8353 2.5166 -1.9796
H -4.2358 0.2903 -2.9346
H -2.2642 -0.9197 -2.0298
S 2.6182 1.5966 -3.8136
C 2.1075 1.3745 -2.1920
N 1.3948 0.3047 -1.9493
C 1.2071 -0.4457 -3.0907
C 0.5148 -1.6539 -3.1984
C 0.4811 -2.3002 -4.4314
C 1.1114 -1.7635 -5.5482
C 1.7734 -0.5367 -5.4698
C 1.8224 0.1088 -4.2322
H 2.3903 2.0807 -1.4306
H 0.0367 -2.0846 -2.3291
H -0.0408 -3.2387 -4.5335
H 1.0980 -2.3068 -6.4834
H 2.2421 -0.0988 -6.3394

## Properties
Total charge: +3
HOMO energy (spin up / spin down), eV: -17.3054 / -17.3065
Electronic energy, hartree: -1623.1966
HOMO-LUMO gap (spin up / spin down), eV: 4.14 / 4.15

---

This record from the OMol25 dataset describes C23H20B2Cl6F4MnN4O8 as an isolated structure at a distorted geometry. The level of theory is the ωB97M-V functional and the def2-TZVPD basis.

CARTESIAN COORDINATES (ANGSTROEM)
Mn 0.2526 0.5782 0.0199
C 3.0606 -1.5557 -2.9325
C 2.1991 -1.0867 -1.8028
N 1.0731 -0.5101 -1.9319
O 0.6094 -0.3020 -3.1631
B -0.6678 0.4893 -3.1183
F -1.0008 0.8350 -4.3898
F -0.4419 1.5916 -2.2627
O -1.7707 -0.3366 -2.5256
N -1.5312 -0.4982 -1.2307
C -2.3926 -1.0751 -0.4949
C -3.7313 -1.5586 -0.9318
C -1.9167 -1.1342 0.9043
N -0.7886 -0.5701 1.1138
O -0.2589 -0.4895 2.3636
B 0.8923 -1.4542 2.5845
F 0.5000 -2.7145 2.1345
F 1.2135 -1.3881 3.9093
O 2.0887 -0.9888 1.8063
N 1.7942 -0.8025 0.4951
C 2.5923 -1.2797 -0.3809
C 3.8373 -2.0191 -0.0273
C -2.6607 -1.7726 2.0145
H 2.5137 -1.4560 -3.8647
H 3.3592 -2.5957 -2.7961
H 3.9688 -0.9500 -2.9924
H -3.7964 -1.4862 -2.0139
H -4.5027 -0.9181 -0.4971
H -3.9077 -2.5905 -0.6251
H 4.0133 -1.9558 1.0404
H 4.6850 -1.6003 -0.5716
H 3.7421 -3.0700 -0.3076
H -2.7091 -1.0843 2.8586
H -2.1056 -2.6504 2.3519
H -3.6599 -2.0610 1.7018
Cl 4.2941 6.6021 1.1981
C 3.5248 5.1855 0.6963
C 2.8456 4.3876 1.6570
Cl 2.8253 4.8491 3.3010
C 2.2054 3.2513 1.2541
Cl 1.4038 2.2246 2.3315
C 2.1913 2.8668 -0.1498
O 1.5770 1.8773 -0.5572
C 2.9235 3.6869 -1.0974
Cl 2.9066 3.1921 -2.7150
C 3.5665 4.8181 -0.6756
Cl 4.4083 5.7977 -1.7942
C -4.6557 5.1861 0.1460
C -5.5004 3.9601 0.3901
C -6.6965 3.8081 -0.3092
C -7.5509 2.7549 -0.0545
Cl -9.0400 2.6138 -0.9494
C -7.2422 1.8276 0.9237
C -6.0540 1.9647 1.6174
C -5.1740 2.9978 1.3387
O -4.0528 3.0529 2.1336
C -2.7655 3.1928 1.5716
C -2.3620 2.0461 0.6542
O -3.2122 1.3495 0.1322
O -1.0703 1.9537 0.5316
H -5.2663 5.9733 -0.2961
H -3.8330 4.9810 -0.5443
H -4.2390 5.5664 1.0789
H -6.9706 4.5403 -1.0599
H -7.9175 1.0080 1.1296
H -5.7685 1.2491 2.3786
H -2.0729 3.2105 2.4095
H -2.6438 4.1106 0.9928

## Properties
HOMO energy (spin up / spin down), eV: -8.1543 / -8.1611
<S²>: 8.87
Electronic energy, hartree: -6070.9535
HOMO-LUMO gap (spin up / spin down), eV: 6.49 / 4.04
Spin multiplicity: 6

---

This record from the OMol25 dataset describes C23H20BN9Pt as an isolated structure at a distorted geometry. The level of theory is the ωB97M-V functional and the def2-TZVPD basis.

CARTESIAN COORDINATES (ANGSTROEM)
Pt -1.3118 0.5112 -0.1652
C -0.4884 -3.2343 0.6484
C -1.6827 -2.4344 0.2180
N -1.1393 -1.5171 -0.7666
N 0.1697 -1.7935 -0.9107
C 0.5595 -2.8019 -0.0767
B 1.1028 -0.8096 -1.6218
N 0.2599 0.1239 -2.5188
C 0.1969 0.1871 -3.8560
C -0.7453 1.1288 -4.2091
C -1.2334 1.6147 -3.0014
N -0.6139 1.0046 -1.9934
N 1.7167 0.0842 -0.5004
C 2.9514 0.5900 -0.3723
C 2.9673 1.4102 0.7393
C 1.6761 1.3437 1.2517
N 0.9493 0.5254 0.5016
N 2.2083 -1.4956 -2.3644
C 3.1051 -0.9581 -3.2309
C 4.0520 -1.9111 -3.5037
C 3.6617 -3.0220 -2.7414
N 2.5679 -2.7516 -2.0692
H -0.5158 -4.0253 1.3662
H -2.4130 -3.0928 -0.2827
H 1.5817 -3.1256 -0.1000
H 0.8011 -0.4348 -4.4800
H -1.0408 1.4146 -5.1942
H -1.9799 2.3672 -2.8262
H 3.7365 0.3444 -1.0554
H 3.7921 1.9723 1.1187
H 1.2611 1.8177 2.1184
H 3.0151 0.0483 -3.5862
H 4.8986 -1.8291 -4.1494
H 4.1340 -3.9790 -2.6574
C -2.4779 -2.3559 2.6735
C -2.3205 -1.6548 3.8229
C -2.1217 -0.2588 3.8029
C -1.9557 0.3820 2.5731
N -2.0190 -0.3017 1.4364
C -2.4719 -1.6683 1.3500
C -1.6763 1.8028 2.3480
C -1.6525 2.7710 3.3486
C -1.4565 4.0996 3.0188
C -1.2780 4.4770 1.7003
C -1.2589 3.5101 0.6962
C -1.4701 2.1811 1.0026
H -2.6686 -3.4164 2.6824
H -2.3507 -2.1615 4.7756
H -2.0460 0.2920 4.7230
H -3.5287 -1.6411 1.0040
H -1.7866 2.4965 4.3838
H -1.4563 4.8409 3.8002
H -1.1354 5.5185 1.4518
H -1.0695 3.8144 -0.3230

## Properties
Total charge: +1
HOMO energy (spin up / spin down), eV: -10.5531 / -11.8103
<S²>: 3.80
Electronic energy, hartree: -1525.2074
HOMO-LUMO gap (spin up / spin down), eV: 7.48 / 6.68
Spin multiplicity: 4

---

electronic energy of number 3 (C23H19MoN5O8)? -1831.9345 hartree

---

Which of these has the highest electronic energy? C23H19F2NO5